[1]
ORCA calculation (the ωB97M-V functional and the def2-TZVPD basis) on an isolated ion of composition C5H13NO and charge +1 at a distorted geometry.

Properties
net charge: +1
calculated total energy: -327.981683 hartree
multiplicity: 2
orbital gap (alpha / beta): 11.652 / 7.024 eV
lowest unoccupied orbital energy (alpha / beta): -3.023 / -7.600 eV
strongest force on any atom: 1.41 eV/Å

Geometry as XYZ:
```
20
Properties=species:S:1:pos:R:3:forces:R:3
H -1.070238 -0.100382 -0.640354 -0.1 0.2 -0.2
H -1.214269 -2.221774 1.333022 0.0 0.2 -0.2
H 1.191991 -0.448308 -2.076704 0.1 -0.2 0.2
H 1.875285 0.612129 -0.771432 0.1 -0.2 -0.3
C -0.843194 -2.463123 0.319717 0.0 -0.2 -0.1
H -1.446207 2.073502 0.612721 0.1 0.1 0.1
N 0.208802 -1.551372 -0.036236 -0.4 0.0 1.3
H -1.663737 -2.394472 -0.394593 0.0 0.1 0.1
H 1.084648 0.531686 1.466756 0.3 0.1 -0.1
H -0.463059 -3.472747 0.372154 0.1 -0.2 -0.1
H 0.184100 2.600629 0.185815 0.0 0.1 -0.2
H 0.896515 1.665620 -2.747361 -0.2 -0.1 0.3
C 0.975353 0.315242 -1.328129 -0.3 0.8 0.0
O 0.379901 1.429764 -1.960473 0.2 0.0 -0.1
C -0.396658 2.055875 0.917895 0.2 0.1 -0.1
H -0.580967 0.126669 1.759885 -0.2 -0.3 0.4
H -0.273316 2.591484 1.861765 -0.2 -0.2 0.0
C -0.053028 -0.166837 -0.267954 0.6 -0.2 -0.8
C 0.081200 0.614776 1.060307 -0.5 0.0 0.3
H 1.126878 -1.798362 0.333198 0.2 0.0 -0.4
```
Positions in Å, forces in eV/Å.

Results of the natural (NBO) charge analysis, in e, for atoms 1 through 2: number 1, H, carries 0.2421; number 2, H, carries 0.2751



[2]
ORCA calculation (the ωB97M-V functional and the def2-TZVPD basis) on a 2-piece molecular cluster, C4H3NO overall at a distorted geometry.

Properties
net charge: 0
calculated total energy: -284.026967 hartree
orbital gap: 8.802 eV
lowest unoccupied orbital energy: -0.954 eV
strongest force on any atom: 1.07 eV/Å

Geometry as XYZ:
```
9
Properties=species:S:1:pos:R:3:forces:R:3
C -2.199843 0.574825 -0.274456 0.5 -0.1 -0.2
C 1.979339 0.152295 1.836662 0.2 -0.3 0.9
N 2.264218 -0.164374 2.909583 -0.2 0.3 -1.0
H -3.203248 0.811384 0.009514 0.2 0.0 0.0
O 0.530146 -0.870547 -1.747591 -0.1 0.1 0.0
C -1.065689 0.300106 -0.603150 -0.5 0.2 0.2
H -0.290894 -1.272681 -2.097622 0.1 0.1 0.0
C 0.321725 0.068077 -0.860114 -0.3 -0.2 -0.1
H 1.664244 0.400915 0.827174 0.1 0.0 0.2
```
Positions in Å, forces in eV/Å.

Results of the natural (NBO) charge analysis, in e, for atoms 1 through 2: number 1, C, carries -0.0934; number 2, C, carries 0.0535



[3]
ORCA calculation (the ωB97M-V functional and the def2-TZVPD basis) on C53H67BN4O4P2PtS as an isolated structure at a distorted geometry.

Properties
net charge: 0
calculated total energy: -3805.076434 hartree
orbital gap (alpha / beta): 5.724 / 5.727 eV
lowest unoccupied orbital energy (alpha / beta): 0.341 / 0.341 eV
strongest force on any atom: 2.37 eV/Å

Geometry as XYZ:
```
133
Properties=species:S:1:pos:R:3:forces:R:3
H 4.325995 -0.586669 0.058182 0.0 0.0 -0.1
H -2.035405 2.419831 -3.574418 0.0 0.0 -0.1
C -4.451505 1.049731 -3.109518 -0.4 0.4 0.0
C -3.155305 -3.985169 2.356082 0.5 0.4 0.4
H 2.340195 2.784731 -0.290518 -0.1 0.1 0.1
C -1.921505 -2.648569 0.727382 -0.2 1.8 0.5
C 0.722795 1.451931 4.857482 -0.1 -0.1 -0.1
H -0.134805 2.738731 0.006182 0.0 0.0 0.1
C -0.127405 4.284231 -1.548118 0.0 0.0 -0.1
C -6.103205 3.459331 0.226682 0.1 0.0 -0.1
C -3.608705 -4.791169 1.337782 -0.3 -0.3 0.1
C 3.253795 -4.904969 -2.326418 0.1 -0.1 -0.1
H 1.205795 0.437631 -6.859018 0.0 0.1 0.0
C -0.797705 -0.876269 4.983982 -0.1 -0.2 -0.6
H 1.088695 3.423131 2.854782 -0.1 0.0 -0.2
C -3.169405 -0.945769 -3.651218 -0.1 0.1 0.1
C 1.190095 -0.387969 -4.888918 0.1 -0.1 0.3
C -4.280305 3.925031 -1.211418 0.1 0.3 -0.1
O 2.356795 -0.138769 1.800182 0.4 0.4 0.5
H -0.190405 4.009031 4.930582 -0.1 0.0 -0.1
C -0.355905 -0.299869 6.157082 0.2 0.2 0.2
C 1.961695 3.135331 3.435782 0.0 -0.1 0.2
C 0.252995 0.875231 3.689782 -0.1 -0.1 -0.1
H 2.419695 -3.891869 3.059282 0.0 -0.1 0.0
H -5.216005 -0.618969 -4.261218 0.0 0.0 -0.1
C -3.219505 -4.550569 0.026782 0.4 0.3 -0.2
H 2.634795 3.990131 3.478382 0.0 0.1 0.0
H -4.690805 2.401231 1.527382 -0.1 -0.1 0.0
O -2.423705 0.779031 0.306682 -0.3 -0.1 0.4
C -2.389505 -3.471469 -0.272118 -0.5 -1.0 0.1
C -0.495005 -0.302869 3.734782 0.2 0.5 1.3
O -0.183905 -1.174969 -1.536518 -0.9 0.1 1.3
N -3.624605 0.637631 -1.989918 0.5 0.5 0.2
H 3.458395 3.407731 5.636282 0.1 0.1 0.0
H 1.802395 0.396731 -4.468818 0.0 0.1 0.0
C -5.015105 2.412131 0.484182 -0.1 -0.2 0.4
H 3.695095 -3.062069 3.967482 0.1 0.0 0.2
H -0.592805 -0.746969 7.110082 0.0 0.0 0.1
H 4.645095 0.818331 1.066882 0.0 0.1 0.0
C -5.807605 3.930131 -1.195318 0.1 0.0 0.1
H 3.228895 -3.072969 -3.439718 0.1 0.0 -0.1
C 4.087695 -0.319069 3.481182 -0.2 -0.1 -0.4
H -0.251505 4.447931 -3.734218 0.0 0.0 -0.1
H -2.195305 -0.589869 -3.991118 0.1 0.0 0.0
H 1.302895 4.788531 5.463582 0.1 0.1 0.0
H -1.769205 4.748631 -2.870918 -0.1 0.0 -0.1
H -3.286405 -1.984369 -3.954718 0.0 -0.1 -0.1
H -1.028605 -3.168169 -6.369818 -0.1 -0.1 0.0
C 2.674995 1.986531 -0.935818 0.4 0.2 -0.1
H -4.061005 0.370131 -5.159618 -0.1 0.0 0.0
C -4.290905 -0.048569 -4.180718 0.1 0.0 0.0
H 3.274395 -0.374269 4.197582 -0.1 0.0 0.1
C 1.556795 2.725531 4.854482 0.1 0.2 0.0
N -3.895805 2.796631 -0.378718 0.3 -0.6 -0.4
H 5.623795 -0.640969 1.273482 0.1 -0.1 0.0
C 3.573795 -0.095869 -2.539818 -0.2 -0.1 0.1
H -1.565705 3.766731 0.022082 0.1 0.0 0.0
C 0.049695 -1.362069 -6.762018 0.0 0.0 0.2
H 2.601695 2.332031 6.729882 0.0 0.0 0.1
C 1.848595 0.910431 -1.190918 -0.4 0.0 -0.2
H 5.381295 1.034931 -2.723518 0.1 0.0 -0.1
C 3.941195 2.037531 -1.499718 -0.1 0.0 0.1
C 1.124195 -3.835569 -0.898418 -0.2 0.2 0.0
H 5.309395 -3.038469 1.949882 0.1 0.0 0.0
H 3.926295 -0.903869 -3.162818 0.1 -0.1 -0.1
C 0.746095 -1.424969 -4.072418 0.0 0.0 0.2
C -0.837305 3.280331 -0.632618 0.2 0.1 0.4
H 0.747095 1.294331 7.004682 0.1 0.1 0.1
C 2.786795 -3.640969 -2.634418 -0.1 0.1 0.0
C 4.411495 -3.110569 1.339282 -0.4 0.2 0.1
H -0.173205 5.297931 -1.152618 0.1 0.0 0.0
C 2.831895 2.519331 5.685082 -0.1 0.0 -0.1
H -3.867905 3.841231 -2.217418 0.0 0.1 0.0
C -0.055005 -2.429869 -4.614018 0.1 0.1 0.2
H 4.437895 0.708931 3.426582 0.0 0.1 0.1
N -1.016005 -0.980769 2.673282 -0.3 -2.1 -1.1
H -4.154605 2.030031 -3.489018 0.0 0.0 0.0
H -5.364005 1.405431 0.229182 0.0 0.0 0.0
H 0.450595 1.286631 2.714782 0.1 0.0 -0.1
C -3.291905 -0.767369 -2.142918 0.3 -0.4 0.1
C 4.389595 0.994131 -2.296318 0.2 0.1 -0.1
C -2.285805 -2.922069 2.067682 -0.8 -1.2 -1.4
H 4.083695 -5.325569 -2.877218 0.0 0.0 0.0
H -2.115305 -3.305069 -1.305818 0.1 0.1 -0.1
H -5.991405 4.293731 0.920982 0.0 0.0 0.0
H 4.581195 2.888531 -1.312018 0.1 0.0 0.0
H -6.197705 3.212631 -1.919318 0.0 0.0 0.0
H -7.105705 3.048931 0.335482 0.0 0.0 0.1
H 1.103595 -5.678769 0.174982 0.0 0.0 0.1
H -4.268105 -5.619469 1.556282 -0.1 0.0 0.0
C -1.718605 -2.065569 3.042982 0.8 1.4 0.8
Pt -0.507205 -1.033769 0.697582 0.9 -1.0 -0.2
C 2.646595 -5.639869 -1.318218 -0.1 0.0 0.1
H -3.555305 -5.200869 -0.767918 -0.2 -0.1 -0.1
C 2.293995 -0.137469 -1.991018 -0.2 -0.2 0.0
C 3.614895 -0.755469 2.098582 0.5 0.0 -0.1
H -5.502905 1.119431 -2.803118 0.0 0.1 -0.1
H 4.099895 -4.151169 1.288982 0.0 -0.1 0.0
H -0.400305 -3.229469 -3.972018 -0.1 -0.1 0.0
H 2.094895 -2.316369 3.767182 -0.1 0.1 0.1
H 0.846095 0.864531 -0.779218 0.1 0.0 0.1
C -0.859605 4.147931 -2.882718 0.0 -0.1 0.0
H -3.456405 -4.156869 3.381282 -0.1 -0.2 0.1
H 2.466695 2.317431 2.928682 0.1 -0.1 -0.2
B 1.521495 -1.050969 1.197682 -1.2 1.0 -0.3
H 4.911195 -0.944369 3.813582 0.2 -0.1 0.1
C -1.212105 2.662931 -2.905018 0.1 -0.1 -0.3
C 0.734895 3.860331 5.481782 0.1 -0.1 -0.1
C -0.405505 -2.392869 -5.950218 0.0 0.0 -0.1
H -6.225005 4.911931 -1.414618 0.0 0.0 -0.1
N -1.526205 2.352631 -1.528818 -0.9 -0.2 0.3
H 0.920095 4.006631 -1.670118 0.0 0.0 0.0
H 0.311395 -3.399469 -0.330218 0.0 0.0 0.0
P 1.076895 -1.451469 -2.286518 0.9 -0.2 -0.3
H -3.902705 4.855131 -0.759718 0.0 0.0 -0.2
H -0.227305 -1.332169 -7.805618 0.0 0.0 -0.1
H 3.002895 -6.633969 -1.087718 0.0 -0.1 0.0
H 3.400595 1.675731 5.306982 0.1 -0.1 0.0
H -0.336905 2.077331 -3.221818 0.0 0.0 -0.1
H -2.377605 -0.987569 -1.601818 -0.1 -0.2 0.1
C 3.294995 -2.279669 1.965982 0.2 -0.1 0.4
C 1.579095 -5.108569 -0.610018 0.1 -0.2 -0.1
S -1.752405 -2.325869 4.775982 0.1 0.5 -0.7
H -4.100105 -1.393369 -1.743918 0.0 0.0 0.0
C 0.403195 0.854431 6.082082 -0.2 -0.3 0.1
O 2.137495 -2.280569 1.128582 0.4 -0.6 -0.2
H 0.484195 3.634731 6.514982 -0.1 0.0 0.1
C 1.725995 -3.103169 -1.913518 -0.1 0.4 -0.2
C 4.626095 -0.269669 1.053982 -0.4 -0.1 0.2
C 0.850195 -0.363869 -6.226618 -0.1 0.0 -0.4
C 2.859295 -2.923469 3.288882 0.0 0.2 -0.4
H 4.637095 -2.773769 0.331882 0.0 0.0 -0.1
P -2.845405 1.570431 -0.855518 -0.1 0.5 -0.4
```
Positions in Å, forces in eV/Å.

Results of the Löwdin charge analysis, in e, for atoms 1 through 2: number 1, H, carries 0.0749; number 2, H, carries 0.1002



[4]
ORCA calculation (the ωB97M-V functional and the def2-TZVPD basis) on one molecule with the formula C21H20N4O4.

Properties
net charge: 0
calculated total energy: -1332.320734 hartree
structure (SMILES): O=C(CNC(=O)c1nc[nH]c1C(=O)NCc1ccccc1)OCc1ccccc1
orbital gap: 9.754 eV
lowest unoccupied orbital energy: 0.667 eV
strongest force on any atom: 0.97 eV/Å

Geometry as XYZ:
```
49
Properties=species:S:1:pos:R:3:forces:R:3
C 1.631807 -4.216224 1.637028 0.0 -0.1 0.1
C -1.625222 -1.644517 -1.781351 0.0 0.1 -0.1
C 4.677809 0.188376 -0.925482 0.2 0.0 0.0
C 1.348533 -2.669894 0.188666 0.8 -0.2 0.5
H 3.226824 5.132965 0.588946 0.0 0.1 0.0
H -1.787309 -2.184960 -2.723488 0.0 0.2 0.1
N 3.661735 -0.781735 -0.586659 -0.1 0.1 -0.1
H 5.600226 -0.115743 -0.424587 -0.1 0.1 -0.2
H -5.019705 2.945861 2.772211 0.0 0.1 0.1
C 3.520597 4.138891 0.284899 0.0 0.1 0.1
H 1.460331 -5.049149 2.288975 0.1 -0.2 0.2
C 3.069393 2.117489 -0.927334 0.1 0.0 0.0
C -5.121128 -0.605542 -1.245525 -0.3 -0.1 0.2
O 1.044774 -0.924025 -1.412290 0.1 0.2 -0.1
H 2.419126 1.536351 -1.564765 -0.1 -0.1 -0.1
C -2.963958 -1.520988 -1.071875 0.4 -0.2 0.0
H 2.732299 -0.679163 -1.002247 0.0 -0.2 0.1
C -5.764035 1.055923 2.097363 -0.1 0.0 0.1
C 0.587567 -1.877828 -0.786247 -0.3 -0.1 -0.2
C 4.277554 1.579424 -0.498825 0.1 0.0 0.0
H -6.302487 0.852532 3.010998 0.0 0.0 0.1
O -3.219171 -2.030723 -0.015289 -0.1 0.0 0.0
C 5.098493 2.332937 0.327692 0.0 -0.1 -0.1
C -5.101327 0.386840 -0.112262 0.1 -0.1 -0.1
H -5.721911 -0.234875 -2.080736 0.1 -0.1 0.1
H -5.516616 -1.566395 -0.901078 0.0 0.2 -0.1
H -1.234520 -0.651668 -2.026074 -0.1 -0.1 0.0
C 4.724189 3.608443 0.714936 0.0 0.1 0.1
H -3.781535 3.395811 0.685675 0.0 0.1 0.0
H -3.838977 1.759410 -1.157752 0.1 0.0 -0.1
H 4.834699 0.166293 -2.010953 0.1 0.0 0.1
C -5.789312 0.134034 1.065444 0.0 0.0 -0.1
C -4.348555 2.483005 0.793142 0.0 0.1 0.0
N 0.737397 -3.705757 0.839814 -0.3 -0.1 -0.1
N -0.669347 -2.320551 -0.951999 -0.3 -0.1 0.1
O 4.882833 -1.916028 0.966302 0.1 -0.1 0.2
C -5.043384 2.230227 1.963878 0.0 0.0 0.1
H 5.372308 4.186990 1.357008 0.0 0.0 0.1
C 3.842574 -1.713261 0.353217 0.0 0.1 -0.2
H 6.035327 1.918496 0.671018 0.1 -0.1 0.0
H 1.751313 3.798259 -0.870505 -0.1 0.0 0.0
H -6.341584 -0.787311 1.176331 0.0 -0.1 0.0
C -4.380288 1.567063 -0.242572 -0.1 -0.1 0.0
H 3.680354 -3.722916 2.029674 0.0 0.0 0.0
H -0.996324 -3.042988 -0.321915 0.1 0.0 0.0
C 2.662895 -2.569874 0.623360 -0.5 0.0 -0.1
N 2.808993 -3.566379 1.542987 0.1 0.2 -0.1
C 2.693136 3.389272 -0.534649 -0.1 0.0 -0.1
O -3.816379 -0.806417 -1.803123 0.0 0.2 -0.4
```
Positions in Å, forces in eV/Å.

Results of the natural (NBO) charge analysis, in e, for atoms 1 through 2: number 1, C, carries 0.1900; number 2, C, carries -0.3303